1.
The following is a DFT calculation (ωB97M-V/def2-TZVPD) of 2 unconnected molecules or ions with the total composition C44H45N2O2.

## Properties
Frontier orbital gap ... 2.91 eV
Charge ... +1

Last column: Mulliken charge in e.
Positions of all 93 atoms, in Å:
C 2.961 -5.182 -1.392  -1.34
C 1.963 -4.747 -0.358  0.60
C 1.033 -3.745 -0.655  -0.28
C 0.087 -3.321 0.284  0.45
C -0.976 -2.365 -0.156  -1.75
C 0.173 -3.827 1.592  0.18
N -0.649 -3.288 2.626  1.06
C -0.697 -2.001 3.069  -0.65
C -0.158 -0.809 2.390  0.84
C 1.262 -0.702 2.023  -0.11
C 1.631 0.413 1.148  -0.50
C 2.228 -1.645 2.503  -0.09
C 2.096 -2.255 3.773  0.28
C 3.045 -3.156 4.250  -0.79
C 4.141 -3.502 3.457  -0.68
C 4.297 -2.922 2.194  -0.76
C 3.385 -1.979 1.735  0.06
O -0.947 0.122 2.107  -0.82
N -1.693 -1.921 3.993  0.97
C -2.304 -0.759 4.559  -0.15
C -1.548 0.201 5.244  1.67
C -0.083 0.035 5.464  -1.15
C -2.188 1.340 5.750  -1.42
C -3.576 1.486 5.682  0.60
C -4.241 2.689 6.290  -1.48
C -4.315 0.494 5.031  -1.10
C -3.699 -0.627 4.461  0.82
C -4.550 -1.620 3.740  -1.55
C -2.116 -3.223 4.278  -1.46
C -1.509 -4.051 3.425  -0.66
C 1.021 -4.904 1.892  1.46
C 1.044 -5.569 3.232  -2.45
C 1.919 -5.336 0.907  -0.74
H 3.612 -5.968 -0.991  0.39
H 2.457 -5.578 -2.286  0.36
H 3.592 -4.342 -1.717  0.00
H 1.024 -3.290 -1.650  0.52
H -1.847 -2.352 0.510  0.08
H -0.587 -1.341 -0.255  0.13
H -1.329 -2.661 -1.157  0.65
H 2.706 0.610 1.244  0.11
H 1.410 0.167 0.094  -0.03
H 1.065 1.325 1.393  0.36
H 1.254 -1.971 4.409  0.18
H 2.914 -3.590 5.246  0.44
H 4.865 -4.231 3.824  0.40
H 5.140 -3.205 1.560  0.43
H 3.514 -1.510 0.755  0.04
H 0.265 0.822 6.144  0.56
H 0.171 -0.932 5.918  0.28
H 0.480 0.153 4.530  0.18
H -1.577 2.113 6.223  0.39
H -5.330 2.577 6.283  0.37
H -3.915 2.836 7.328  0.35
H -3.988 3.604 5.739  0.31
H -5.401 0.596 4.949  0.31
H -5.544 -1.181 3.592  0.41
H -4.154 -1.873 2.749  0.19
H -4.696 -2.545 4.314  0.37
H -2.871 -3.425 5.015  0.81
H -1.620 -5.110 3.281  0.74
H 2.009 -6.076 3.369  0.42
H 0.938 -4.861 4.061  0.46
H 0.259 -6.336 3.319  0.45
H 2.616 -6.144 1.148  0.30
C 6.882 5.561 3.264  -0.80
O 5.690 5.798 2.483  -0.42
C 5.175 4.795 1.730  0.95
C 4.038 5.116 0.945  -0.83
C 3.475 4.162 0.138  -0.65
C 3.967 2.820 0.096  0.93
C 3.268 1.877 -0.705  -1.45
C 3.797 0.730 -1.358  1.11
C 2.896 -0.071 -2.128  -0.35
C 3.285 -1.304 -2.628  -0.62
C 4.587 -1.779 -2.401  -0.43
C 5.517 -0.964 -1.736  -0.96
C 5.154 0.302 -1.284  -0.31
C 5.085 2.512 0.923  -0.16
C 5.695 3.477 1.705  -0.97
H 7.043 6.503 3.789  0.24
H 6.732 4.744 3.983  0.34
H 7.734 5.338 2.609  0.36
H 3.667 6.138 0.989  0.44
H 2.634 4.430 -0.501  0.42
H 2.245 2.158 -0.986  0.28
H 1.895 0.322 -2.330  0.42
H 2.583 -1.883 -3.238  0.41
H 4.885 -2.753 -2.793  0.63
H 6.547 -1.313 -1.618  0.46
H 5.910 0.982 -0.893  0.89
H 5.464 1.491 0.955  0.63
H 6.586 3.233 2.290  0.39

2.
The following is a DFT calculation (ωB97M-V/def2-TZVPD) of a molecular structure, C44H46As2N3O2RuS3.

## Properties
Energy relative to the best compared isomer or geometry (same formula, charge and spin) ... 1.343 eV
Multiplicity ... 6
Frontier orbital gap (alpha / beta) ... 7.07 / 4.74 eV
Charge ... 0

Last column: Löwdin spin population.
Positions of all 101 atoms, in Å:
Ru 0.229 0.401 0.616  3.24
N -1.370 -0.051 2.633  0.06
C -1.146 0.628 3.929  0.00
C 0.280 0.440 4.398  0.00
C 1.268 1.230 3.563  0.01
O 2.394 1.447 4.038  0.01
O 0.867 1.631 2.421  0.07
H -2.291 0.170 2.276  0.00
H -1.361 -1.054 2.777  0.00
H -1.844 0.265 4.686  0.00
H -1.333 1.689 3.777  0.00
H 0.572 -0.616 4.349  0.00
H 0.388 0.751 5.436  0.00
S 1.425 2.498 -0.455  0.20
C 0.309 3.836 -0.194  0.03
C 0.808 5.121 0.060  0.01
C -0.046 6.196 0.250  0.00
C -1.426 6.026 0.193  0.01
C -1.940 4.765 -0.060  0.00
C -1.084 3.687 -0.261  0.01
As -1.692 1.886 -0.520  0.06
C -1.426 1.582 -2.428  0.01
C -0.705 2.434 -3.251  0.00
C -0.542 2.121 -4.598  0.00
C -1.103 0.964 -5.126  0.00
C -1.830 0.111 -4.303  0.00
C -1.982 0.419 -2.958  0.00
C -3.634 2.106 -0.599  0.03
C -4.315 2.466 -1.758  0.01
C -5.692 2.659 -1.724  0.00
C -6.398 2.498 -0.537  0.00
C -5.724 2.145 0.623  0.00
C -4.349 1.950 0.587  0.00
H 1.883 5.257 0.116  0.00
H 0.368 7.179 0.449  0.00
H -2.093 6.866 0.344  0.00
H -3.013 4.623 -0.107  0.00
H -0.266 3.335 -2.845  0.00
H 0.031 2.786 -5.235  0.00
H -0.974 0.726 -6.176  0.00
H -2.272 -0.793 -4.705  0.00
H -2.543 -0.252 -2.318  0.00
H -3.779 2.604 -2.686  0.00
H -6.215 2.940 -2.631  0.00
H -7.471 2.652 -0.517  0.00
H -6.266 2.024 1.553  0.00
H -3.826 1.683 1.499  0.00
S 1.306 -0.493 -1.490  0.55
C 0.495 -1.819 -2.286  0.05
C 0.835 -2.102 -3.620  0.06
C 0.192 -3.119 -4.305  0.00
C -0.787 -3.874 -3.667  0.06
C -1.117 -3.619 -2.340  0.00
C -0.482 -2.600 -1.645  0.05
As -0.824 -2.179 0.212  0.06
C 0.647 -3.196 1.023  0.00
C 1.612 -3.872 0.283  0.00
C 2.627 -4.574 0.927  0.00
C 2.690 -4.602 2.313  0.00
C 1.730 -3.929 3.058  0.00
C 0.716 -3.235 2.414  0.00
C -2.234 -3.462 0.633  0.03
C -1.993 -4.783 1.003  0.01
C -3.061 -5.650 1.209  0.00
C -4.369 -5.208 1.046  0.00
C -4.613 -3.891 0.681  0.00
C -3.548 -3.023 0.480  0.00
H 1.593 -1.496 -4.104  0.00
H 0.451 -3.324 -5.337  0.00
H -1.290 -4.673 -4.199  0.00
H -1.868 -4.224 -1.847  0.00
H 1.585 -3.855 -0.798  0.00
H 3.374 -5.094 0.338  0.00
H 3.484 -5.143 2.813  0.00
H 1.775 -3.938 4.140  0.00
H -0.031 -2.727 3.014  0.00
H -0.981 -5.141 1.127  0.00
H -2.868 -6.678 1.492  0.00
H -5.197 -5.890 1.203  0.00
H -5.630 -3.540 0.554  0.00
H -3.743 -1.995 0.196  0.00
C 6.141 -0.767 -1.134  0.00
C 4.782 -0.086 -1.226  0.00
N 4.589 0.873 -0.147  0.01
C 3.815 0.724 0.942  0.03
S 2.810 -0.670 1.197  0.25
N 3.831 1.670 1.854  0.03
C 4.540 2.932 1.745  0.00
C 6.023 2.829 2.096  0.00
H 6.233 -1.532 -1.908  0.00
H 6.254 -1.245 -0.159  0.00
H 6.960 -0.053 -1.266  0.00
H 3.987 -0.819 -1.166  0.00
H 4.676 0.444 -2.172  0.00
H 5.136 1.715 -0.201  0.00
H 3.243 1.526 2.685  0.00
H 4.049 3.610 2.439  0.00
H 4.385 3.345 0.745  0.00
H 6.143 2.491 3.127  0.00
H 6.501 3.806 1.994  0.00
H 6.556 2.122 1.456  0.00

Number 1: maximum force 4.64 eV Å⁻¹, energy -1963.36853 Ha. Number 2: maximum force 1.11 eV Å⁻¹, energy -7780.00283 Ha.